# 1
DFT (ωB97M-V with the def2-TZVPD basis set) results for 4 unconnected molecules or ions with the total composition C4H8Cl8 at a distorted geometry.

Properties
Charge: 0
E_LUMO in eV: 0.28
SMILES: ClCCl.ClCCl.ClCCl.ClCCl
Energy above the lowest of the compared OMol25 structures with the same formula, charge and spin in kJ/mol: 38.36

The geometry in XYZ format:
```
20
Properties=species:S:1:pos:R:3:nbo_charge:R:1
C 4.44 0.04 -3.47 -0.358
Cl 2.82 -0.58 -2.87 -0.052
Cl 5.65 -0.02 -2.14 -0.041
H 4.82 -0.57 -4.29 0.225
H 4.44 1.08 -3.78 0.225
C -2.49 3.23 0.83 -0.403
Cl -3.26 4.27 -0.36 -0.018
Cl -2.21 4.18 2.30 -0.031
H -3.14 2.37 1.01 0.224
H -1.51 2.93 0.46 0.227
C -1.51 -2.30 3.51 -0.389
Cl -1.11 -3.34 2.11 -0.042
Cl -2.32 -3.20 4.80 -0.017
H -0.59 -1.92 3.95 0.226
H -2.18 -1.52 3.13 0.225
C -0.30 -0.97 -0.93 -0.406
Cl -1.37 0.44 -1.20 -0.048
Cl -0.48 -2.23 -2.13 0.001
H 0.70 -0.56 -1.03 0.223
H -0.41 -1.33 0.09 0.229
```

---

# 2
DFT (ωB97M-V with the def2-TZVPD basis set) results for a molecular structure, C4H8Cl8F12P2V at a distorted geometry.

Properties
Charge: -1
Spin multiplicity: 5
E_LUMO (spin up / spin down) in eV: 2.31 / 2.31

The geometry in XYZ format:
```
35
Properties=species:S:1:pos:R:3:nbo_charge:R:1
V -2.33 0.64 1.62 0.782
P 0.02 -0.14 0.12 2.593
F 0.27 0.32 -1.39 -0.580
F 1.61 0.04 0.48 -0.569
F -0.50 1.34 0.47 -0.601
F -0.40 -0.41 1.63 -0.590
F -1.57 -0.39 -0.19 -0.600
F 0.25 -1.74 -0.15 -0.574
P -2.30 2.92 3.15 2.583
F -1.21 1.70 3.14 -0.581
F -2.45 2.80 1.55 -0.587
F -3.48 1.81 3.18 -0.571
F -3.44 4.08 3.16 -0.587
F -2.10 3.07 4.71 -0.566
F -1.20 4.05 2.94 -0.574
C -2.53 1.28 -2.59 -0.376
Cl -3.15 -0.32 -3.00 -0.030
Cl -3.38 1.87 -1.09 -0.029
H -1.45 1.17 -2.47 0.241
H -2.73 1.97 -3.40 0.214
C 3.54 0.11 -2.49 -0.381
Cl 3.89 -0.19 -4.22 -0.038
Cl 4.79 1.17 -1.76 -0.044
H 2.56 0.56 -2.34 0.240
H 3.51 -0.83 -1.93 0.223
C 1.09 -2.94 -3.03 -0.391
Cl 2.48 -3.55 -3.89 -0.016
Cl -0.32 -4.01 -3.43 -0.062
H 1.32 -2.99 -1.96 0.238
H 0.75 -1.92 -3.23 0.231
C 1.83 -2.21 3.26 -0.387
Cl 1.52 -3.70 2.40 -0.021
Cl 0.47 -1.80 4.38 -0.043
H 2.71 -2.32 3.89 0.215
H 1.94 -1.44 2.49 0.241
```

---

Looking at M for the records above, in order, we have 339.7, 680.6 g mol⁻¹.